Formula: C42H89BBr2ClF3N5O10PS
Source: OMol25
Level of theory: the ωB97M-V functional and the def2-TZVPD basis

Geometry as XYZ:
```
155
Properties=species:S:1:pos:R:3:forces:R:3
C 7.507440 3.797877 -1.513423 -0.144 -0.037 0.321
C 5.968725 3.822890 -1.427764 0.516 -0.105 -0.011
C 5.346281 2.424781 -1.554862 0.005 0.042 -0.813
C 5.475286 1.950730 -3.019026 -0.266 -0.142 0.131
C 3.845322 2.372722 -1.225158 0.444 0.039 0.306
O 3.253978 3.498417 -1.896564 -0.294 -0.146 0.009
S 1.766937 3.251386 -2.385358 0.050 -0.200 -0.256
O 1.844498 2.622803 -3.667523 -0.138 0.268 0.325
O 1.075543 4.491634 -2.218419 0.134 -0.080 0.039
C 1.080352 2.016739 -1.129670 0.094 0.210 -0.362
Cl 1.224842 0.431657 -1.977124 0.088 -0.110 -0.109
C -0.413958 2.363964 -1.090576 -0.495 -0.099 0.096
B -1.267201 1.991693 -2.391572 0.144 -0.050 -0.096
O -1.272455 2.725145 -3.562353 -0.629 -0.223 0.280
O -2.043123 0.874572 -2.279693 0.032 0.173 -0.109
C 1.800183 1.964441 0.311161 -0.107 0.174 0.155
C 0.970479 2.862831 1.266550 -0.224 0.151 -0.027
C 1.337346 2.938793 2.745451 -0.212 0.123 0.303
C 0.302240 3.785903 3.504039 0.222 0.129 -0.138
C 0.335084 3.548412 5.011420 -0.147 -0.046 -0.016
O -0.948524 3.810137 5.579132 0.017 0.050 -0.087
C 1.718314 0.515940 0.846866 0.123 -0.295 0.222
C 0.302055 -0.049488 1.008087 0.074 -0.213 0.190
C 0.269539 -1.518904 1.439281 -0.407 0.259 -0.065
F 0.989887 -2.303847 0.600454 -0.009 -0.009 -0.014
Br -1.610013 -2.074895 1.305080 0.068 -0.005 0.062
C 0.729632 -1.783199 2.900738 0.240 -0.054 -0.231
F 0.355092 -0.748289 3.670338 -0.030 0.160 0.130
F 0.183239 -2.880145 3.416742 -0.184 -0.289 0.086
Br 2.644060 -2.017379 3.012540 0.174 0.147 0.008
C 3.336718 2.472529 0.252052 -0.641 0.365 -0.445
N 3.314047 3.916421 0.596124 0.510 -0.565 0.020
C 3.957741 4.495020 1.429200 -0.307 -0.344 0.134
O 4.549139 5.058911 2.257815 0.203 0.527 0.179
P 4.535436 1.504333 1.285177 0.196 -0.730 0.015
O 4.705828 0.155165 0.738765 -0.102 0.414 0.144
O 5.884265 2.359412 1.382281 -0.220 0.181 0.083
O 4.074768 1.531149 2.811964 -0.083 0.072 -0.159
H 7.873443 2.955693 -2.098847 -0.004 0.131 -0.156
H 7.945985 3.687300 -0.517184 0.003 -0.011 -0.067
H 7.886686 4.729789 -1.934095 0.046 -0.111 -0.017
H 5.707273 4.327032 -0.491289 -0.223 0.091 -0.111
H 5.569334 4.448249 -2.228604 -0.090 -0.015 0.132
H 5.898464 1.683216 -0.977108 -0.183 0.100 0.287
H 4.970441 2.644007 -3.695233 0.138 0.013 -0.014
H 6.516664 1.825675 -3.309605 -0.022 0.154 -0.051
H 4.993055 0.976579 -3.142925 0.069 0.030 0.034
H 3.481860 1.443109 -1.661170 -0.082 -0.053 0.177
H -0.538499 3.423961 -0.857760 0.110 -0.051 -0.010
H -0.890098 1.807937 -0.281460 0.105 0.060 -0.149
H -1.579965 3.629330 -3.447294 0.484 0.166 -0.098
H -2.620328 0.781065 -3.048086 0.066 -0.092 -0.033
H 0.875192 3.871388 0.853224 0.178 -0.044 0.044
H -0.046687 2.468948 1.268534 0.166 0.096 -0.052
H 2.312923 3.386118 2.925071 0.102 -0.152 -0.052
H 1.348987 1.942415 3.196021 0.094 -0.041 -0.122
H 0.517062 4.840217 3.305561 -0.214 0.010 -0.055
H -0.708687 3.590050 3.133610 0.051 -0.111 0.107
H 1.062466 4.217311 5.482027 0.083 -0.128 0.012
H 0.633145 2.513105 5.212147 0.004 0.059 0.014
H -1.181351 3.094780 6.174104 0.020 0.019 0.036
H 2.320233 -0.164160 0.248031 -0.033 0.077 -0.040
H 2.174411 0.493649 1.835883 0.059 0.161 0.011
H -0.278634 -0.016811 0.088858 0.154 -0.041 0.021
H -0.258972 0.494205 1.770477 -0.001 -0.008 -0.095
H 5.918642 3.201622 0.912859 0.144 -0.079 -0.127
H 4.509637 2.227981 3.321276 0.009 -0.058 0.046
C 6.238706 -2.497198 9.301572 -0.005 0.020 0.030
C 4.877560 -2.110898 8.743116 0.013 -0.069 0.037
N 4.898954 -1.870466 7.312022 -0.006 0.010 -0.019
C 3.702663 -1.218561 6.813367 -0.085 0.144 -0.040
C 2.369903 -1.969169 6.915098 -0.061 0.049 -0.069
C 5.413237 -2.958946 6.497378 0.109 -0.090 -0.056
C 4.723609 -4.325601 6.601133 0.007 0.008 -0.063
H 6.992600 -1.760148 9.022019 0.003 -0.006 -0.025
H 6.191069 -2.543732 10.390161 0.000 -0.002 0.003
H 6.565999 -3.475394 8.948104 -0.002 -0.004 -0.007
H 4.553858 -1.181726 9.220305 -0.032 0.009 -0.025
H 4.144004 -2.878801 9.037965 0.001 0.007 0.002
H 3.878911 -0.949795 5.767540 0.009 -0.039 -0.002
H 3.602881 -0.268803 7.350219 0.029 -0.034 0.057
H 2.301810 -2.783470 6.195063 0.015 -0.030 0.032
H 1.549513 -1.280825 6.698390 -0.001 0.001 -0.017
H 2.197023 -2.373612 7.913176 0.044 -0.001 0.014
H 6.470303 -3.090785 6.740629 -0.010 0.015 0.048
H 5.399714 -2.624461 5.456709 -0.051 0.027 0.004
H 4.549365 -4.614122 7.638831 0.013 0.005 0.011
H 5.359644 -5.090595 6.151901 0.003 0.002 -0.004
H 3.769062 -4.349373 6.077352 -0.026 0.014 0.049
C -5.289753 -2.365866 -0.779579 0.036 -0.023 -0.012
C -5.938272 -3.094188 0.387297 -0.020 -0.006 -0.072
N -6.103435 -2.252236 1.557992 -0.002 -0.017 0.029
C -6.415005 -2.993844 2.767120 0.053 -0.054 0.117
C -7.744793 -3.755403 2.830116 0.010 0.009 0.041
C -6.850575 -1.024104 1.350071 -0.033 0.132 -0.051
C -8.282220 -1.135655 0.808195 -0.001 0.046 0.059
H -4.354751 -1.902617 -0.462374 0.022 0.054 -0.019
H -5.067802 -3.072996 -1.579580 0.003 -0.003 -0.008
H -5.933402 -1.590957 -1.199002 0.013 -0.032 0.032
H -5.290594 -3.925318 0.679925 -0.024 -0.016 0.033
H -6.882824 -3.547707 0.045679 0.001 0.006 -0.001
H -6.360582 -2.299387 3.610006 -0.017 0.034 -0.023
H -5.602132 -3.710344 2.921532 0.003 -0.008 -0.053
H -8.596613 -3.087268 2.948939 -0.007 0.007 -0.044
H -7.738814 -4.429319 3.688899 0.005 0.004 0.005
H -7.906675 -4.363755 1.939600 0.006 0.004 -0.014
H -6.276004 -0.390868 0.668610 0.025 -0.041 -0.033
H -6.863642 -0.483088 2.299492 -0.010 -0.040 0.027
H -8.343009 -1.821011 -0.038725 0.009 -0.002 -0.012
H -8.620623 -0.157307 0.461819 0.000 0.010 -0.002
H -8.987590 -1.471248 1.566563 0.008 -0.067 -0.013
C -5.367195 1.689433 -6.513367 0.025 -0.024 -0.003
C -5.915887 0.999604 -5.273746 -0.024 0.007 -0.063
N -6.156122 1.915721 -4.172469 0.033 -0.018 0.012
C -6.381242 1.249922 -2.902961 0.087 -0.066 0.174
C -7.622270 0.363604 -2.747280 0.000 0.025 0.012
C -7.029061 3.038822 -4.469950 -0.048 0.131 -0.064
C -8.442573 2.733832 -4.982544 -0.010 0.048 0.045
H -4.479051 2.273634 -6.268473 -0.010 0.017 0.013
H -5.090781 0.942838 -7.258502 0.000 -0.002 -0.003
H -6.100100 2.352715 -6.973566 -0.007 0.003 0.003
H -5.181832 0.265652 -4.928142 -0.022 -0.016 0.038
H -6.812405 0.424352 -5.555015 0.009 -0.006 0.001
H -6.388848 2.011911 -2.118431 -0.018 0.040 -0.029
H -5.497366 0.633602 -2.703980 0.001 -0.025 -0.034
H -8.537251 0.948513 -2.660556 -0.009 -0.002 -0.043
H -7.531068 -0.233146 -1.837725 -0.029 0.033 -0.008
H -7.734114 -0.329880 -3.581571 0.003 -0.002 -0.017
H -6.527470 3.668114 -5.208914 0.025 -0.044 -0.020
H -7.093879 3.652996 -3.568346 -0.006 -0.046 0.037
H -8.434172 1.977247 -5.768327 0.014 0.003 -0.013
H -8.880755 3.639293 -5.406271 0.000 0.004 0.003
H -9.106885 2.391992 -4.190226 0.016 -0.060 -0.013
C 0.860878 -1.008507 -5.528145 0.000 0.063 0.018
C 1.911931 -1.901626 -4.887177 -0.007 0.111 -0.067
N 1.606568 -3.316681 -4.984135 0.005 0.006 0.028
C 2.426009 -4.146124 -4.119619 0.010 -0.069 0.124
C 3.935230 -4.203283 -4.387120 -0.005 -0.046 0.018
C 1.380049 -3.816404 -6.328466 -0.075 -0.023 -0.131
C 2.496971 -3.629433 -7.364500 -0.021 -0.063 -0.013
H -0.130829 -1.233055 -5.131211 0.002 -0.034 -0.007
H 1.087183 0.036585 -5.309583 -0.008 0.003 0.006
H 0.831055 -1.116856 -6.613196 0.001 -0.014 -0.002
H 1.966537 -1.653296 -3.824196 0.060 -0.074 0.051
H 2.896753 -1.646707 -5.311993 -0.002 0.014 0.017
H 2.020007 -5.161228 -4.144312 -0.008 0.002 -0.043
H 2.272896 -3.790993 -3.095559 -0.002 0.049 -0.018
H 4.173850 -4.787220 -5.275397 -0.004 0.038 -0.025
H 4.437844 -4.677080 -3.541728 -0.005 -0.004 0.003
H 4.364133 -3.207424 -4.504844 -0.008 0.011 -0.005
H 0.475527 -3.340836 -6.715711 0.012 0.044 0.030
H 1.133143 -4.878045 -6.247970 0.042 -0.012 0.037
H 2.900541 -2.616092 -7.345911 -0.014 0.013 0.002
H 2.099593 -3.804092 -8.366251 -0.003 -0.004 0.000
H 3.321432 -4.325449 -7.216527 0.029 0.043 0.036
```
Forces are in eV/Å.

Properties
Gap between HOMO and LUMO: 8.17 eV
Molecular weight: 1150.31 g mol⁻¹
Maximum force: 0.86 eV/A
Total energy: -9352.22683 hartree
Structure (SMILES): CC[C@H](C)[C@@H]1OS(=O)(=O)[C@](Cl)(CB(O)O)[C@@](CCCCO)(CC[C@](F)(Br)C(F)(F)Br)[C@@]1(N=C=O)P(=O)(O)O.CCN(CC)CC.CCN(CC)CC.CCN(CC)CC.CCN(CC)CC